A molecular structure, C17H25BN6OPt in a non-equilibrium geometry, computed with ωB97M-V/def2-TZVPD.

```
! RIJCOSX wB97M-V def2-TZVPD def2/J DEFGRID3
* xyz 2 1
Pt 0.5330 1.2533 0.0374
O 1.2121 3.6680 1.0975
N -0.1965 0.4272 1.7154
N 1.4935 1.6242 -1.5765
N -0.3524 -0.9185 1.5950
N 0.8879 -0.9346 -0.5293
N -1.3143 0.5513 -0.8132
N -1.4913 -0.7732 -0.5908
C -0.4391 0.7755 2.9929
C -0.6916 -1.4344 2.7849
C 1.7092 -1.3433 -1.4334
C -2.3753 1.0425 -1.4517
C -3.2625 -0.0208 -1.6664
C -0.7518 -0.3785 3.6969
C 3.0834 2.1546 1.4580
C 1.7451 2.6318 1.0116
C 2.8750 1.6612 -3.5455
C 2.4515 -0.4534 -2.2600
C -0.9291 -2.8741 3.0335
C -3.1976 -2.5387 -1.0564
C -0.3755 2.1783 3.4794
C -2.6731 -1.1522 -1.1151
C -2.4882 2.4738 -1.8206
C 1.8600 -2.8181 -1.7103
C 2.2211 0.9638 -2.3741
B -0.3549 -1.5020 0.1635
H 1.7597 -3.4001 -0.7982
H -4.2146 0.0341 -2.1634
H -4.1407 -2.5955 -1.5926
H -0.9476 2.2723 4.3986
H -1.9357 -3.1680 2.7312
H 2.8209 -3.0280 -2.1723
H -0.7842 2.8685 2.7422
H -3.3736 -2.8469 -0.0256
H -0.4654 -2.6810 0.1293
H -0.2250 -3.4951 2.4827
H -2.5012 -3.2464 -1.5061
H 3.9573 1.5987 -3.4263
H 3.1587 -0.8820 -2.9565
H 3.6352 1.7066 0.6324
H 2.6009 1.1536 -4.4698
H 3.6466 3.0005 1.8577
H -0.8327 -3.0818 4.0957
H 1.0744 -3.1276 -2.4021
H -2.6388 2.5842 -2.8941
H -3.3480 2.9297 -1.3301
H -1.5854 3.0127 -1.5305
H 2.9580 1.3955 2.2328
H 0.6500 2.4755 3.7064
H 2.5726 2.7028 -3.5994
H -1.0200 -0.4461 4.7355
*
```

Max |F|   0.0721 Eh/bohr
Kohn-Sham gap (alpha / beta)   4.75 / 4.77 eV
LUMO energy (alpha / beta)   -10.3579 / -10.3427 eV
Electronic energy   -32928.054 eV

10 unconnected molecules or ions with the total composition C51H66O9S3 in a non-equilibrium geometry, computed with ωB97M-V/def2-TZVPD.

```
! RIJCOSX wB97M-V def2-TZVPD def2/J DEFGRID3
* xyz 0 1
S 22.9147 13.3409 17.2633
S 14.7795 12.2172 21.2597
S 21.3508 8.2065 19.7424
O 20.5727 6.8511 19.5818
O 13.4597 11.5749 20.7156
O 24.1980 13.9260 17.3498
O 15.8463 11.4043 20.9165
O 22.6960 12.0872 17.8723
O 14.7694 13.5594 20.8813
O 22.5206 13.2138 15.7575
O 22.0955 8.0861 20.9028
O 20.4353 9.2494 19.5847
C 19.6249 14.2788 22.6053
C 13.2638 13.6407 15.6537
C 20.7361 11.7580 22.1047
C 20.9483 14.0492 22.8972
C 19.3819 11.6573 16.4047
C 23.9045 8.2068 15.4597
C 14.4942 12.1364 22.9852
C 15.4726 5.8073 20.2061
C 11.8336 14.0106 17.5855
C 16.2744 7.5136 18.7248
C 19.0167 5.3985 18.7393
C 15.6270 6.5737 14.2142
C 13.4413 10.1491 20.6311
C 17.7868 6.7354 15.2712
C 12.4951 9.9170 13.1757
C 16.8012 8.2513 19.7663
C 16.6794 7.3393 14.7072
C 25.9391 9.6156 16.7369
C 18.6762 11.1776 14.1624
C 25.9006 8.2482 16.7961
C 24.8997 7.5621 16.1549
C 12.1849 8.1097 15.2872
C 23.0810 14.2017 14.8336
C 15.7231 5.1859 14.2779
C 16.7458 7.7084 21.0538
C 21.6949 14.4470 17.8323
C 24.9579 10.2730 16.0234
C 11.0182 14.4206 15.3216
C 22.4623 8.1220 18.4011
C 15.5460 6.3293 18.9414
C 23.9180 9.5762 15.4125
C 10.8417 14.4657 16.7303
C 21.5179 12.7760 22.6536
C 18.0719 11.5705 16.8540
C 19.7354 6.6491 18.4629
C 16.0814 6.4758 21.2531
C 13.4016 9.9252 14.2184
C 17.8977 5.3663 15.2984
C 11.4847 8.9664 13.1544
C 12.2424 13.9857 14.8018
C 11.3557 8.0412 14.1817
C 17.0574 11.3925 15.9456
C 13.7258 9.6543 19.1876
C 13.2673 8.9994 15.2660
C 17.3449 11.2336 14.6114
C 19.4275 12.0223 21.7835
C 13.0634 13.6264 17.0370
C 18.8600 13.2774 22.0392
C 19.7006 11.4088 15.0721
C 22.6094 13.8158 13.4169
C 16.8888 4.5743 14.7604
H 16.3815 7.8406 17.6872
H 14.1575 9.6152 21.2794
H 18.8159 11.2862 21.2714
H 17.8082 11.7807 17.8789
H 24.1665 14.1931 14.9366
H 21.5596 13.5431 13.4530
H 12.1160 7.3576 16.0697
H 18.8268 4.9144 15.6341
H 13.5190 8.5861 19.1481
H 16.0100 6.0481 22.2531
H 17.8054 13.4279 21.8373
H 11.6705 13.9470 18.6547
H 19.0202 7.4513 18.2907
H 23.1429 7.6518 14.9243
H 20.2185 11.6777 17.1071
H 20.3179 6.5161 17.5427
H 14.2468 10.6005 14.2694
H 14.9170 4.8969 20.3883
H 18.3538 5.5214 19.5984
H 12.6441 10.5594 12.3132
H 20.7428 11.3605 14.7728
H 12.4806 9.7806 21.0133
H 13.8966 13.3376 17.6748
H 10.5291 7.3392 14.1626
H 20.7322 14.0728 17.4927
H 14.9315 4.5669 13.8525
H 16.0303 11.5160 16.2441
H 18.3947 5.0327 17.9264
H 21.1265 10.7634 21.9161
H 23.2532 10.1624 14.7831
H 15.0846 5.8601 18.0766
H 16.5522 11.0715 13.8845
H 21.5499 14.8127 23.3800
H 22.5426 12.6123 22.9796
H 10.1589 14.6259 14.6944
H 13.8653 12.9654 23.2710
H 14.7200 7.0483 13.8608
H 21.8918 15.4307 17.4128
H 21.7249 14.4859 18.9157
H 9.9026 14.8539 17.1296
H 23.2013 12.9812 13.0362
H 25.0019 11.3546 15.9209
H 14.0835 11.1636 23.2213
H 16.9375 3.4934 14.8281
H 26.7676 10.1056 17.2346
H 14.7904 9.8265 19.0623
H 22.8196 14.6473 12.7444
H 19.1712 15.2353 22.8521
H 18.5774 7.4186 15.5761
H 13.1951 10.2045 18.4100
H 17.1940 8.2870 21.8581
H 21.9361 8.2207 17.4546
H 16.5659 8.4187 14.6535
H 22.7339 15.2082 15.1013
H 23.1054 9.0071 18.3960
H 12.4310 14.0152 13.7309
H 17.4006 9.1249 19.5369
H 24.8506 6.4828 16.2857
H 14.2297 13.3227 15.2752
H 18.9292 10.9845 13.1218
H 10.7726 8.8947 12.3393
H 26.6465 7.6654 17.3235
H 23.0346 7.2126 18.4844
H 15.4758 12.2517 23.4456
H 14.0071 9.0285 16.0662
H 19.7081 4.5828 18.9698
*
```

Max |F|   0.0745 Eh/bohr
Kohn-Sham gap   9.38 eV
LUMO energy   0.5187 eV
Electronic energy   -104888.780 eV
SMILES   CCOS(C)(=O)=O.CCOS(C)(=O)=O.CCOS(C)(=O)=O.c1ccccc1.c1ccccc1.c1ccccc1.c1ccccc1.c1ccccc1.c1ccccc1.c1ccccc1

20 unconnected molecules or ions with the total composition H39O20 in a non-equilibrium geometry, computed with ωB97M-V/def2-TZVPD.

```
! RIJCOSX wB97M-V def2-TZVPD def2/J DEFGRID3
* xyz -1 1
O 4.2590 -0.4126 -2.2529
O 1.1537 1.6392 4.1065
O 4.0335 -0.0856 0.6396
O -0.6795 -1.5519 -2.9841
O -5.8357 -0.3832 -1.0420
O -0.4673 0.0193 -0.5278
O -4.1854 1.8087 1.4125
O 0.4988 3.6754 -0.5029
O -1.4714 -0.5045 3.4454
O -1.2603 2.9531 -2.2047
O -0.6161 -3.3679 -0.6094
O 1.0141 -3.0578 5.0746
O 1.7297 -1.5260 2.5648
O -3.9822 1.5328 -1.1559
O 2.2578 2.2458 -2.0520
O 1.3998 -1.6415 -0.3264
O -1.9996 -4.0154 -3.6821
O -1.0300 2.0003 0.9531
O 2.3301 3.5289 1.9820
O 2.8977 -3.1717 -2.8060
H -0.2469 0.7071 -1.1391
H -0.0105 4.2612 0.0611
H -1.5568 -3.2147 -0.7504
H -4.3277 2.2869 -1.6441
H -3.3132 1.8207 1.0052
H 4.1404 -1.0153 0.8652
H 2.3175 2.5922 2.1985
H 1.7171 2.2003 -1.2712
H 1.2230 1.3654 5.0200
H 1.0804 -2.1676 2.2352
H 1.6065 -1.9817 -1.2035
H -4.4533 2.7304 1.3956
H -1.5484 -0.7601 2.5062
H 0.3037 2.7687 -0.2324
H 2.7546 -2.5248 -3.4912
H 0.6743 -2.3416 4.5190
H -0.2463 -1.8824 -2.1860
H 3.0732 2.6271 -1.7189
H -0.7152 1.6221 1.7948
H -3.0832 1.4168 -1.4742
H 0.9792 0.8843 3.5451
H 1.6199 -3.4485 4.4484
H 3.6153 0.2980 -2.2297
H -1.1859 -3.5750 -3.9226
H 3.1374 0.1273 0.8979
H -2.4295 -0.3266 3.4328
H 1.5706 -0.9722 1.7874
H 0.5196 -1.1298 -0.5327
H -0.4267 3.3635 -2.4684
H -5.8768 0.4908 -1.4187
H -1.2033 -0.8923 -2.4988
H -2.4545 -3.6034 -2.9576
H 4.5343 -0.7549 -1.4068
H -1.4844 2.5113 -3.0373
H -0.3453 -2.5275 -0.1952
H 3.7271 -2.9131 -2.3964
H -1.0750 1.0235 0.6214
H 1.8641 3.5694 1.1404
H -5.2459 -0.3556 -0.2900
*
```

Max |F|   0.0494 Eh/bohr
Kohn-Sham gap   9.03 eV
Relative energy (zero: lowest compared OMol25 entry of this formula, charge and spin)   4.2044 eV
LUMO energy   2.1694 eV
Electronic energy   -41584.598 eV

A molecular structure, C17H39LaOP3Se in a non-equilibrium geometry, computed with ωB97M-V/def2-TZVPD.

```
! RIJCOSX wB97M-V def2-TZVPD def2/J DEFGRID3
* xyz 3 1
La -0.0541 0.2019 1.2399
Se 1.4130 2.0980 -0.0118
P 1.7677 -0.2015 3.1533
P -1.3834 -2.0349 1.9363
P 1.4328 -1.4950 -0.3486
O -1.3767 1.5013 2.7358
C -0.7287 3.2630 -3.9690
C 2.6790 -1.7579 3.2801
C -1.4532 2.4351 -3.1039
C -4.3312 3.2325 -7.0967
C -2.0622 -2.7410 0.4172
C 0.9801 0.0155 4.7790
C 3.1217 -0.8435 -0.6000
C 1.6584 -3.2434 0.0420
C -0.8979 2.0104 -1.8975
C 0.3954 2.4217 -1.5694
C 0.6266 -1.3945 -1.9805
C -0.5539 -3.3319 2.9004
C 0.5680 3.6602 -3.6147
C 3.0416 1.1003 3.0230
C -3.2434 3.9953 -6.9292
C 1.1357 3.2427 -2.4217
C -2.8817 -1.6030 2.9307
H -0.4410 -1.6201 -1.8969
H 1.1511 4.3048 -4.2685
H 1.1552 -2.1497 -2.5556
H 2.3131 -3.5419 -0.7644
H 2.5789 2.0840 2.9540
H -2.6480 -3.5745 0.7996
H -1.4613 0.9094 3.5557
H 3.0539 0.0595 -1.1920
H -3.2854 4.9400 -6.3681
H 0.3155 -3.6833 2.3552
H -1.2673 -3.0661 -0.2563
H -5.3058 3.5175 -6.6755
H -3.3913 -2.5623 2.8887
H -0.2857 -2.9128 3.8713
H 0.7030 -3.7565 0.0203
H -3.4323 -0.8099 2.4263
H 3.6402 0.9173 2.1249
H -0.6683 2.1644 2.9626
H 3.3104 -1.5828 4.1404
H 3.5865 -1.6773 -1.1230
H 1.9763 -2.5724 3.4443
H -1.2528 -0.0207 -0.0321
H -2.2761 3.7221 -7.3760
H -1.4812 1.3680 -1.2322
H -1.1662 3.5973 -4.9063
H -4.2984 2.3015 -7.6806
H 3.2586 -1.9196 2.3723
H -2.6852 -1.9882 -0.0682
H 2.1427 3.5408 -2.1273
H 0.6336 1.0398 4.9053
H -2.4680 2.1202 -3.3748
H 2.1357 -3.3211 1.0162
H 0.1545 -0.6960 4.8902
H 0.7605 -0.3888 -2.3903
H -2.5673 -1.3336 3.9354
H 3.5990 -0.6432 0.3627
H -1.3473 -4.0658 2.9610
H 3.6256 0.9821 3.9339
H 1.7812 -0.2136 5.4729
*
```

Max |F|   0.0964 Eh/bohr
Kohn-Sham gap (alpha / beta)   2.01 / 2.20 eV
Relative energy (zero: lowest compared OMol25 entry of this formula, charge and spin)   7.4831 eV
LUMO energy (alpha / beta)   -13.2060 / -13.0166 eV
Electronic energy   -114347.893 eV

A molecular structure, C5H14AlCl4N2O3P2S in a non-equilibrium geometry, computed with ωB97M-V/def2-TZVPD.

```
! RIJCOSX wB97M-V def2-TZVPD def2/J DEFGRID3
* xyz -1 1
Cl -0.2120 -3.0604 2.3254
Cl -2.4089 -5.6695 2.3451
Cl -0.1058 6.6479 0.2657
Cl -0.7735 3.5170 1.3432
S 1.5350 3.9129 -1.8524
P 0.2264 0.4713 -0.6765
P -1.1693 -0.6600 -1.8872
Al 2.4584 0.2074 -1.3191
O -1.7275 -1.9332 -0.9353
O -2.3331 0.1814 -2.2869
O -0.4960 -1.3606 -3.2328
N 3.0437 1.6338 -2.5149
N 2.7660 -1.4943 -2.1582
C -1.6288 6.0649 0.9946
C 0.1843 -4.7946 2.2691
C -1.3865 5.0155 2.0536
C -0.8433 -5.5894 1.4968
C 2.5748 2.6768 -2.1975
H -0.6698 5.3559 2.8009
H 3.3240 0.3332 0.0326
H -1.2655 -1.6986 -3.7343
H -1.1206 -1.9899 -0.1731
H -2.1227 6.9299 1.4399
H 0.1547 -0.1303 0.6286
H -2.3210 4.7763 2.5633
H -0.4979 -6.6162 1.3732
H 1.1576 -4.8802 1.7851
H 3.5240 -1.9714 -1.6565
H -2.2610 5.6878 0.1917
H 3.1293 -1.2451 -3.0858
H 0.2807 -5.1523 3.2936
H -1.0157 -5.1659 0.5080
*
```

Max |F|   0.0450 Eh/bohr
Kohn-Sham gap   7.39 eV
LUMO energy   2.4287 eV
Electronic energy   -100640.882 eV

A single C3H4N2O molecule in a non-equilibrium geometry, computed with ωB97M-V/def2-TZVPD.

```
! RIJCOSX wB97M-V def2-TZVPD def2/J DEFGRID3
* xyz 0 1
O -1.6457 -0.4110 0.3816
N -1.4133 0.8058 0.8142
N 1.7486 -0.3237 -0.4620
C -0.6687 -1.0338 -0.2292
C -0.0636 1.0904 0.3609
C 0.5066 -0.1903 -0.1977
H 1.9751 -1.2379 -0.8482
H -0.1294 1.8534 -0.4310
H 0.5754 1.4928 1.1505
H -0.8848 -2.0457 -0.5390
*
```

Max |F|   0.0299 Eh/bohr
Kohn-Sham gap (alpha / beta)   8.44 / 8.35 eV
Relative energy (zero: lowest compared OMol25 entry of this formula, charge and spin)   4.5948 eV
LUMO energy (alpha / beta)   -0.0715 / -0.6044 eV
Electronic energy   -8199.291 eV